1.
Below is a cluster of 10 separate species, C34H68O14 in total, with properties calculated with ωB97M-V/def2-TZVPD.

Results
* DFT total energy: -65005.35662 eV
* orbital gap: 9.217 eV
* SMILES: CCOC(C)=O.CCOC(C)=O.CCOC(C)=O.CCOC(C)=O.CC(C)=O.CC(C)=O.CC(C)=O.CC(C)=O.CC(C)=O.CC(C)=O
* strongest force on any atom: 10.11 eV/Å
* LUMO energy: 0.09 eV

The geometry in XYZ format:
```
116
Properties=species:S:1:pos:R:3:forces:R:3:mulliken_charge:R:1
C -2.18821 3.71182 1.75842 4.4 -1.8 1.6 -1.749
C -2.07583 2.18850 2.14931 -0.9 1.8 1.2 2.002
O -0.92334 2.19405 2.96361 2.0 -2.1 3.2 -0.222
C -0.45588 1.05235 3.63871 -1.1 -0.2 0.6 0.815
C 0.87448 1.30191 4.38683 -2.5 -2.1 -1.7 -1.879
O -1.12600 0.01463 3.77138 7.1 6.1 -2.6 -0.488
H -1.13881 4.04959 1.43017 -1.8 -0.3 -0.2 0.228
H -2.33506 4.19063 2.68072 -0.6 1.0 1.2 0.557
H -2.95407 3.76852 1.09820 -1.7 1.5 -1.1 0.711
H -3.20004 1.97610 2.60223 3.4 -0.3 -0.9 -0.163
H -1.77370 1.62568 1.26969 1.0 0.3 2.2 -1.177
H 1.58855 1.63999 3.74815 2.0 1.8 -1.7 0.416
H 1.30512 0.45779 4.84758 -0.1 -1.6 0.2 0.399
H 0.61623 1.89502 5.16340 -0.4 2.6 2.2 0.498
C -5.12685 1.63902 7.13029 -7.6 -5.5 -2.5 -1.560
C -5.05839 1.64666 5.65520 1.8 3.2 -1.4 0.151
O -4.25143 0.54549 5.31192 0.4 -1.6 -2.7 -0.211
C -4.05798 0.19210 3.95639 -0.5 -2.3 1.1 0.101
C -2.98392 -0.97971 3.81297 -7.7 -1.7 -3.1 -0.288
O -4.71847 0.60388 3.01845 0.8 0.1 1.7 -0.558
H -4.29088 1.64916 7.49941 9.1 1.4 4.1 0.518
H -5.39931 0.54053 7.58864 0.1 2.0 -1.7 0.255
H -5.86398 2.17898 7.57874 -1.6 2.2 1.0 0.431
H -6.04002 1.79279 5.14472 0.9 -0.6 0.1 0.291
H -4.30156 2.56368 5.34712 -2.4 -1.5 0.6 0.110
H -2.87189 -1.03240 2.64123 -0.1 -0.5 2.5 -0.149
H -3.15562 -1.94263 4.33388 -1.5 0.2 -0.7 0.710
H -2.13150 -0.75551 4.22697 1.6 0.1 2.6 0.355
C -2.97599 -3.09888 -0.07713 8.3 4.5 -2.1 -1.894
C -1.90915 -3.98623 0.41150 0.7 1.0 -3.8 -0.293
O -1.55413 -3.56482 1.67938 1.6 -0.1 0.3 -0.199
C -0.27923 -3.74710 2.05018 2.1 -1.3 -1.6 0.789
C -0.09693 -3.27253 3.45953 3.0 -1.8 0.6 -0.975
O 0.63199 -4.29586 1.35427 -3.6 2.1 2.5 -0.638
H -3.74378 -3.13124 0.41821 -8.0 -0.4 6.1 0.827
H -3.31940 -3.28933 -0.99610 -0.5 -0.7 -4.0 0.714
H -2.55307 -2.06583 0.01082 -1.3 -0.8 -0.8 0.146
H -2.53682 -4.76525 0.43846 -0.9 -4.5 0.8 0.466
H -1.16405 -4.12060 -0.47491 -0.4 0.2 2.5 0.285
H 1.04428 -3.25378 3.52586 -1.5 0.1 0.5 0.331
H -0.47422 -4.06303 4.12878 0.4 -0.2 -0.3 0.336
H -0.52202 -2.42132 3.93363 -0.6 1.2 -0.8 0.117
C 2.46648 -2.73184 -3.52418 -0.5 0.8 -3.3 -0.543
C 2.63550 -3.04237 -5.07383 -2.3 1.5 1.7 -0.249
O 3.98140 -3.30606 -5.36707 -0.4 -0.6 0.4 -0.234
C 4.26742 -3.96815 -6.47313 -0.7 -0.9 -1.2 0.724
C 5.74223 -4.14966 -6.52107 2.3 5.9 -3.4 -1.023
O 3.49020 -4.39647 -7.33398 1.3 1.1 2.1 -0.578
H 2.83877 -3.50716 -2.92970 -0.2 -1.3 1.1 0.604
H 1.47584 -2.27173 -3.44609 0.1 -1.3 0.6 -0.420
H 3.02984 -1.88348 -3.34590 1.9 1.7 0.6 0.304
H 1.85476 -3.81741 -5.26351 1.3 0.3 -0.7 0.301
H 2.38443 -2.09943 -5.61483 -0.2 -0.9 0.2 0.207
H 5.94982 -3.99453 -7.65945 0.0 -1.0 1.9 0.298
H 6.09078 -5.04017 -6.17534 0.9 -2.5 0.9 0.300
H 6.46746 -3.18297 -6.09186 -2.6 -2.9 -0.6 0.232
C 2.25465 0.82276 -4.09131 -1.5 2.2 -1.4 -0.047
C 1.38426 2.01429 -4.70712 1.6 -0.5 -6.1 0.300
C 0.16587 2.66417 -4.00131 0.1 -2.9 -0.7 -0.450
O 1.68662 2.37586 -5.97144 -1.7 -1.6 7.2 -0.636
H 2.73642 0.31960 -4.91428 0.7 0.3 -0.1 0.420
H 1.62090 0.10282 -3.66937 -1.3 -0.9 0.7 -0.516
H 2.86581 1.16943 -3.28297 0.8 0.3 0.2 0.399
H -0.84697 2.03182 -4.04562 2.4 1.4 -0.2 0.099
H 0.17989 3.56959 -4.53385 -1.0 1.5 -0.3 0.466
H 0.42945 2.75448 -2.96939 -0.1 0.3 0.8 -0.030
C 1.60381 0.23098 -0.51073 -0.6 -0.2 3.5 -1.377
C 0.14808 -0.12384 -0.50146 -3.7 4.9 -3.2 1.207
C -0.37606 -1.17986 0.42806 -1.8 1.7 1.7 0.666
O -0.68624 0.58303 -1.27422 4.5 -3.0 4.9 -0.573
H 1.83345 0.13440 0.63364 0.4 0.3 -2.1 0.162
H 1.87584 1.19117 -0.87571 -0.7 1.4 0.0 0.280
H 2.32424 -0.27684 -1.08095 0.6 -2.0 -0.5 0.426
H -0.02202 -1.10949 1.51816 0.4 -0.4 -1.9 0.086
H -0.10288 -2.05302 -0.14612 -0.1 -1.0 0.6 0.797
H -1.52938 -1.09007 0.64431 2.5 0.1 -1.1 -1.472
C -1.15861 -0.99929 -3.03704 -3.8 -2.3 -3.2 2.432
C -0.77131 -2.16163 -4.04204 2.2 2.0 -0.4 0.458
C -1.32114 -3.47925 -3.72049 3.0 -2.5 1.0 -1.427
O 0.08202 -2.01541 -4.95535 -3.1 0.0 2.2 -0.595
H -0.31332 -0.57632 -2.65860 2.1 1.3 -0.5 -1.826
H -1.63808 -1.41657 -2.11626 -0.2 0.2 -1.2 -0.589
H -1.93649 -0.26276 -3.59313 2.1 -1.5 1.6 0.293
H -2.23164 -3.65636 -4.06554 -4.7 0.2 -1.7 0.616
H -1.44560 -3.86342 -2.69108 0.6 1.0 0.0 0.092
H -0.84807 -4.30936 -4.26949 0.7 0.5 0.2 0.424
C 5.23699 -0.28419 1.62334 0.9 3.7 -0.8 -1.321
C 5.31644 0.43462 0.29984 -6.1 -1.3 -5.3 1.031
C 5.97435 1.75153 0.27885 -0.7 0.2 -2.7 -1.449
O 4.63572 -0.01873 -0.79174 4.0 2.1 5.9 -0.565
H 4.61311 -1.04725 1.51846 -2.0 -3.9 -0.6 0.426
H 4.69729 0.32900 2.36724 0.9 0.4 -0.2 0.253
H 6.24984 -0.50170 1.84964 0.8 -0.5 1.0 0.425
H 5.97827 2.31071 -0.69058 -0.9 -0.6 0.7 0.305
H 6.93326 1.39302 0.22391 3.3 -0.4 0.6 0.558
H 5.81702 2.39446 1.09350 -0.2 0.5 1.3 0.347
C -2.85766 2.00348 -0.14637 -1.7 -7.5 -3.6 -0.115
C -4.03884 1.16247 -0.84827 1.3 -2.2 -3.9 0.381
C -5.51564 1.42149 -0.38350 0.8 -7.4 0.3 -1.301
O -3.85601 0.33632 -1.84363 -0.6 3.6 4.7 -0.598
H -3.11214 2.96941 -0.06945 -1.4 2.4 0.6 1.013
H -1.87390 1.96386 -0.65874 -1.0 -0.2 -0.1 -0.115
H -2.72286 1.23087 0.73120 -2.3 1.9 -2.9 -0.368
H -5.59640 2.39534 -0.40008 -1.1 5.2 0.3 0.453
H -5.92147 0.87763 0.62063 1.5 1.6 -2.2 0.164
H -6.04933 0.90849 -1.23085 0.1 0.8 0.9 0.388
C 2.36029 4.17142 0.29107 1.9 -0.2 -4.2 -0.602
C 2.55571 4.08810 1.67272 3.0 -1.3 8.8 0.802
C 1.53554 4.84125 2.57474 2.1 -0.5 1.3 -0.774
O 3.49141 3.44293 2.37983 -4.2 2.6 -4.5 -0.612
H 1.27433 4.22508 -0.04453 1.5 0.0 0.5 0.241
H 2.93675 3.24583 -0.13428 -1.1 1.8 0.1 -0.043
H 2.96547 5.17796 -0.01627 -1.5 -2.3 0.4 0.391
H 1.27693 5.82532 2.32553 -0.2 1.5 -1.4 0.498
H 1.91302 5.03962 3.63964 -0.5 -1.3 -1.4 0.265
H 0.63497 4.27942 2.47196 -0.8 -0.6 0.6 -0.199
```
Forces are in eV/Å.

2.
Below is a cluster of 10 separate species, C34H70N2O12 in total, with properties calculated with ωB97M-V/def2-TZVPD.

Results
* DFT total energy: -63932.31218 eV
* orbital gap: 9.528 eV
* SMILES: C[N+](=O)[O-].C[N+](=O)[O-].C1CCOC1.C1CCOC1.C1CCOC1.C1CCOC1.C1CCOC1.C1CCOC1.C1CCOC1.C1CCOC1
* strongest force on any atom: 4.22 eV/Å
* LUMO energy: 0.03 eV

The geometry in XYZ format:
```
118
Properties=species:S:1:pos:R:3:forces:R:3:mulliken_charge:R:1
C 20.00290 -16.62950 3.34102 -1.4 -0.2 0.4 -0.147
N 21.13761 -17.19518 4.09609 1.4 -0.7 0.3 1.013
O 21.58583 -16.47319 5.00611 -0.5 -1.5 -1.5 -0.580
O 21.56198 -18.31671 3.76018 -0.6 2.3 0.8 -0.551
H 19.36524 -16.17280 4.09793 0.2 0.4 -0.1 0.138
H 19.36831 -17.40948 2.92027 0.6 -0.2 -0.2 -0.180
H 20.31039 -15.89274 2.59889 0.3 -0.3 0.2 0.318
C 18.50559 -20.00050 1.50952 1.5 -0.2 -1.8 -0.833
N 18.07699 -20.26925 2.87641 0.0 0.7 2.1 1.075
O 18.69539 -19.80082 3.84055 -0.2 -0.1 -1.5 -0.543
O 17.09366 -20.95934 3.02922 -0.3 -0.2 -0.6 -0.584
H 18.79453 -20.95041 1.05975 -0.5 -0.3 0.1 0.397
H 19.43835 -19.44493 1.41259 -0.2 0.4 0.9 0.256
H 17.76976 -19.51973 0.86493 -0.4 -0.2 0.7 0.172
C 20.11526 -13.14602 3.26660 1.1 0.2 -0.5 -0.603
C 18.63040 -13.20269 2.92142 0.7 -0.1 -0.7 0.098
C 18.00482 -12.97912 4.28673 1.0 0.5 -0.4 0.875
O 19.00946 -12.20880 4.98571 -1.6 -0.2 1.7 -0.533
C 20.17525 -11.98059 4.23499 -1.1 -1.0 -0.4 -0.564
H 20.80080 -12.98711 2.43421 -0.2 0.0 -0.3 0.413
H 20.45016 -14.06481 3.74801 -0.1 0.1 0.3 0.085
H 18.41073 -14.12128 2.37734 -0.4 -0.2 0.3 0.055
H 18.38986 -12.39327 2.23214 -0.1 0.2 0.1 0.277
H 17.84802 -13.92281 4.80921 -0.2 0.0 0.2 -0.342
H 17.09543 -12.38240 4.21578 -0.1 -0.2 0.2 -0.389
H 21.00285 -11.99945 4.94409 0.1 0.3 -0.4 0.329
H 19.98920 -11.04550 3.70668 0.9 0.3 -0.1 0.304
C 10.80778 -22.74294 2.40978 0.0 -0.7 -0.8 -0.514
C 11.59976 -21.64347 3.11005 -0.1 -0.2 0.1 -0.715
C 12.79338 -21.38159 2.16351 -1.3 -0.2 -0.1 0.632
O 12.86752 -22.55912 1.36024 1.8 0.4 0.2 -0.349
C 11.59674 -23.05290 1.13754 -0.5 -0.7 -0.1 -0.388
H 9.81496 -22.43544 2.08136 -0.2 -0.1 0.6 0.314
H 10.80135 -23.65985 2.99911 -0.5 0.2 0.1 0.282
H 11.96595 -21.99319 4.07530 -0.2 0.1 0.0 0.361
H 10.86802 -20.84794 3.25068 0.7 0.6 0.2 0.287
H 13.74185 -21.21318 2.67355 0.0 -0.1 -0.2 0.461
H 12.52262 -20.54492 1.51948 0.3 0.4 -0.2 -0.774
H 11.65422 -24.12571 0.95349 0.2 -0.1 0.1 0.336
H 11.16854 -22.67211 0.21032 -0.3 0.6 0.0 0.098
C 9.73494 -15.07995 0.68420 0.3 -1.1 -0.9 -0.525
C 10.74289 -15.66823 1.67438 -1.3 -0.3 0.8 0.142
C 11.23728 -14.43891 2.37165 0.0 -0.8 1.1 0.056
O 11.26339 -13.48514 1.40503 0.3 2.5 -2.4 -0.376
C 10.31699 -13.76523 0.31411 1.2 1.0 0.7 -0.544
H 8.73413 -14.94313 1.09380 0.1 -0.4 0.0 0.407
H 9.74906 -15.69826 -0.21335 -0.7 -0.2 0.1 0.159
H 11.56841 -16.19590 1.19672 -0.1 0.1 -0.1 -0.292
H 10.21146 -16.30244 2.38391 0.3 -0.5 -0.1 0.451
H 12.21869 -14.64255 2.79998 0.4 0.4 -0.1 -0.314
H 10.62589 -14.05771 3.18957 -0.4 -0.5 0.4 0.287
H 10.88958 -13.73188 -0.61277 0.1 -0.3 0.0 0.288
H 9.55653 -12.99251 0.20140 0.1 0.3 0.5 0.302
C 10.65934 -19.72721 -0.89703 -0.7 -0.1 -0.6 -0.646
C 11.53231 -20.32617 -1.99964 0.9 -0.4 -0.6 0.048
C 12.39626 -19.15107 -2.48081 0.1 0.4 0.9 -0.503
O 12.53143 -18.36995 -1.28769 1.7 -0.2 -0.4 -0.419
C 11.32530 -18.39440 -0.60859 -0.6 0.6 0.0 0.086
H 10.49441 -20.34055 -0.01119 0.3 -0.1 -0.1 0.135
H 9.68224 -19.55707 -1.34918 -0.2 0.1 0.3 0.326
H 10.95834 -20.77904 -2.80809 0.0 0.0 0.1 0.564
H 12.24359 -21.07170 -1.64415 -0.2 -0.2 0.3 -0.287
H 11.96618 -18.54685 -3.27958 -0.4 0.0 -0.1 0.298
H 13.42280 -19.37739 -2.76910 -0.1 -0.4 -0.1 0.067
H 10.76743 -17.57150 -1.05547 -0.7 0.2 0.4 0.120
H 11.50045 -18.20628 0.45067 0.0 0.0 0.0 0.213
C 15.25641 -14.72556 6.22176 0.6 -0.8 -0.5 0.529
C 15.40266 -13.34941 6.80028 0.0 0.6 0.0 -0.305
C 13.99057 -13.11920 7.31300 -0.5 -0.3 -0.9 -0.568
O 13.53495 -14.41037 7.78437 0.1 0.9 0.0 -0.432
C 14.41959 -15.42747 7.26133 -0.8 0.5 0.5 -0.481
H 16.21424 -15.19069 5.98870 0.1 -0.2 0.4 0.237
H 14.74490 -14.74035 5.25936 -0.4 0.3 0.0 -0.502
H 15.71926 -12.63821 6.03736 -0.1 0.2 0.2 0.162
H 16.14621 -13.35507 7.59727 0.0 0.1 0.1 0.327
H 13.36587 -12.85501 6.45973 -0.1 0.0 -0.4 0.185
H 13.79404 -12.28108 7.98161 0.4 -0.5 0.7 0.380
H 13.77953 -16.19668 6.82920 0.2 -0.3 0.2 0.207
H 14.96410 -15.75557 8.14673 0.4 -0.6 -0.3 0.303
C 14.41606 -11.90308 2.20602 -1.0 -0.2 0.5 -0.527
C 14.90617 -13.29636 1.84857 -1.3 -1.0 0.5 1.397
C 15.64041 -13.07964 0.57811 0.5 0.1 -0.7 -0.420
O 15.31718 -11.77443 0.13463 0.0 0.8 -1.1 -0.532
C 14.20604 -11.19686 0.85177 2.3 -1.1 1.5 -0.485
H 15.22502 -11.47258 2.79623 -0.1 0.6 -0.2 0.250
H 13.49945 -11.88368 2.79556 0.0 -0.2 0.2 0.342
H 14.10897 -13.99642 1.59858 -0.5 0.2 0.3 -0.427
H 15.47609 -13.79761 2.63091 0.2 0.2 0.1 -0.678
H 15.31525 -13.78872 -0.18319 0.2 -0.2 -0.1 0.281
H 16.71449 -13.17632 0.73656 0.2 0.2 -0.4 0.186
H 13.23814 -11.38166 0.38582 0.0 0.0 0.0 0.217
H 14.47026 -10.15376 1.02563 -0.5 0.2 -0.6 0.358
C 14.87809 -17.28210 3.34217 -1.5 1.2 0.3 -0.058
C 14.52868 -17.98067 2.04065 -0.9 -1.5 0.5 1.390
C 15.55016 -17.37412 1.11091 -1.6 0.9 -0.4 0.420
O 16.67171 -17.32823 1.87041 3.6 -0.6 2.2 -0.334
C 16.35040 -17.07802 3.28238 0.1 0.3 -1.4 0.149
H 14.55871 -17.62416 4.32660 -0.2 -0.8 -0.3 0.536
H 14.35711 -16.33010 3.24026 0.2 0.5 0.2 -0.544
H 13.47481 -17.86940 1.78555 0.1 0.3 -0.2 -0.101
H 14.67474 -19.05168 2.18098 0.3 -0.2 -0.4 -0.815
H 15.31132 -16.32628 0.92901 -0.8 0.3 -0.5 -0.588
H 15.74994 -17.82707 0.13983 -0.1 -0.4 0.2 -0.133
H 16.57878 -16.02913 3.47155 0.4 0.0 0.3 -0.554
H 16.86748 -17.75791 3.95949 0.4 0.0 -0.4 0.493
C 15.14774 -21.95779 -1.17479 0.4 -0.9 -0.6 -0.686
C 15.30386 -20.56300 -0.66539 0.6 -0.3 1.3 1.032
C 16.28549 -19.98489 -1.63717 -0.4 0.8 -0.6 -0.563
O 17.11852 -21.03946 -2.05706 0.9 0.0 -0.5 -0.472
C 16.63459 -22.28802 -1.61716 -2.2 0.5 0.8 -0.561
H 14.48293 -21.94812 -2.03851 0.0 -0.3 -0.2 0.338
H 14.74183 -22.60355 -0.39612 0.1 -0.2 -0.2 0.272
H 15.84355 -20.74126 0.26471 -0.1 0.5 0.6 -0.017
H 14.38308 -20.02507 -0.43983 0.1 0.2 -0.3 -0.412
H 16.89796 -19.17038 -1.25046 0.1 0.0 0.1 0.257
H 15.75486 -19.60214 -2.50896 -0.1 0.2 -0.3 0.290
H 17.19885 -22.58456 -0.73298 0.1 -0.4 -0.1 0.266
H 16.64685 -23.03107 -2.41454 0.3 0.1 0.1 0.362
```
Forces are in eV/Å.